Entry 1:
The following is a DFT calculation (the ωB97M-V functional and the def2-TZVPD basis) of a 14-piece molecular cluster, H27O17S overall.

Energy relative to the best compared isomer or geometry (same formula, charge and spin) ... 8.40 kcal per mole
Kohn-Sham gap ... 8.78 eV
M ... 331.3 g mol⁻¹

The geometry in ORCA input format:
```
! wB97M-V def2-TZVPD RIJCOSX def2/J DEFGRID3
* xyz -1 1
O -1.99 -2.80 0.27
H -3.01 -2.79 0.25
H -1.68 -1.92 0.00
H -1.67 -3.18 1.15
S 0.07 0.31 -0.24
O -0.20 1.21 -1.35
O 1.17 -0.64 -0.47
O 0.37 1.13 0.88
O -1.14 -0.41 -0.04
O 0.05 1.24 -3.86
H 0.88 0.71 -4.06
H -0.12 1.03 -2.85
O 2.72 -2.53 0.37
H 2.10 -1.83 -0.12
H 3.57 -2.26 0.29
O 2.25 2.01 2.15
H 1.83 2.84 2.34
H 1.53 1.52 1.63
O 0.55 -0.09 3.35
H 0.61 0.37 2.57
H 1.15 0.49 3.92
O -0.98 2.55 2.62
H -1.49 3.06 1.92
H -0.50 2.08 1.97
O -3.15 0.06 1.27
H -3.07 -0.24 2.19
H -2.20 -0.09 0.85
O -2.84 -1.06 -1.85
H -2.17 -0.62 -1.36
H -2.55 -1.19 -2.72
O -2.53 2.37 -2.09
H -3.09 1.83 -2.67
H -1.69 1.88 -1.83
O 1.10 -1.93 -2.80
H 0.62 -2.62 -2.57
H 1.41 -1.43 -2.10
O 0.55 -3.79 1.23
H 1.31 -3.20 0.85
H 1.12 -4.30 1.90
O 0.30 3.72 -0.97
H 0.25 2.79 -1.20
H 0.70 4.02 -0.04
O 3.66 0.52 0.25
H 2.86 0.03 -0.07
H 3.33 1.12 1.04
*
```

Entry 2:
The following is a DFT calculation (the ωB97M-V functional and the def2-TZVPD basis) of C17H24AuClIN5O2 as an isolated structure.

Energy relative to the best compared isomer or geometry (same formula, charge and spin) ... 0.60 kcal per mole
Kohn-Sham gap ... 4.92 eV
M ... 689.7 g mol⁻¹

The geometry in ORCA input format:
```
! wB97M-V def2-TZVPD RIJCOSX def2/J DEFGRID3
* xyz 2 1
Au 0.49 -1.25 1.81
Cl 1.98 -1.98 -5.31
C 1.51 -2.08 -3.71
C 0.44 -2.95 -3.41
C -0.02 -3.08 -2.14
I -1.57 -4.29 -1.66
C 0.63 -2.31 -1.02
O 0.25 -2.50 0.11
C 1.76 -1.38 -1.38
N 2.33 -0.73 -0.40
C 3.35 0.08 -0.68
C 3.83 0.27 -1.97
C 3.25 -0.42 -3.01
C 2.18 -1.29 -2.72
H -0.01 -3.50 -4.23
H 3.80 0.59 0.16
H 4.66 0.95 -2.15
H 3.61 -0.31 -4.02
C -4.21 0.60 -1.58
N -2.97 0.16 -0.96
C -2.91 0.07 0.50
C -1.88 -0.08 -1.67
O -0.78 -0.37 -1.18
H -5.02 -0.09 -1.33
H -4.09 0.62 -2.66
H -4.48 1.60 -1.24
H -3.93 0.10 0.88
H -2.34 0.89 0.92
H -2.45 -0.87 0.79
H -2.02 0.00 -2.75
C -1.05 3.01 2.81
N 0.00 2.00 2.82
C 0.86 1.96 1.65
C 0.07 1.04 3.77
N 0.56 -0.16 3.50
N -0.36 1.34 5.01
C -0.15 2.66 5.61
C -0.68 0.29 5.97
H -1.52 3.01 1.82
H -0.65 4.01 2.99
H -1.80 2.78 3.55
H 1.09 2.99 1.37
H 0.37 1.47 0.80
H 1.78 1.44 1.88
H 0.79 -0.69 4.33
H 0.41 3.30 4.93
H 0.43 2.55 6.52
H -1.10 3.15 5.85
H -1.14 -0.56 5.46
H -1.39 0.68 6.69
H 0.20 -0.05 6.51
*
```

Entry 3:
The following is a DFT calculation (the ωB97M-V functional and the def2-TZVPD basis) of a 2-piece molecular cluster, C3H2N2O2 overall.

Energy relative to the best compared isomer or geometry (same formula, charge and spin) ... 126.73 kcal per mole
Kohn-Sham gap (spin up / spin down) ... 8.12 / 7.34 eV
M ... 98.1 g mol⁻¹

The geometry in ORCA input format:
```
! wB97M-V def2-TZVPD RIJCOSX def2/J DEFGRID3
* xyz 0 1
N -2.23 -1.20 0.14
C -1.24 -0.49 0.16
O 0.85 -0.65 -0.44
C 1.55 0.47 -0.18
O 1.94 0.97 -1.21
C -0.81 0.81 0.39
N 0.00 1.65 0.43
H -2.14 -2.20 -0.08
H 2.08 0.63 0.79
*
```